Molecular formula: C9H14O
Method: DFT, ωB97M-V/def2-TZVPD

```
24
Properties=species:S:1:pos:R:3:mulliken_charge:R:1
C 0.60 1.60 -1.09 -1.34
C -0.33 -1.48 -2.99 -0.43
C -1.70 -1.58 -2.66 -0.25
C 0.40 -0.42 -2.53 -0.31
C -0.21 0.49 -1.60 0.84
C -2.31 -0.71 -1.76 -0.44
C -1.57 0.30 -1.20 -0.27
H 0.04 -2.29 -3.60 0.40
H -2.18 -2.49 -3.01 0.40
H 1.38 -0.17 -2.90 0.45
H -3.35 -0.80 -1.49 0.41
H 1.37 1.15 -0.46 0.29
H 0.19 2.51 -0.66 0.41
H -1.92 0.93 -0.40 0.43
H 1.11 2.20 -1.87 0.40
C 1.32 -0.18 2.86 0.06
C 0.40 0.90 3.37 -1.07
O 0.95 -1.42 3.39 -0.51
H 1.58 -0.01 1.81 0.06
H 2.34 0.05 3.26 0.26
H 0.77 1.84 2.96 0.32
H 1.45 -2.15 3.02 0.30
H 0.33 0.85 4.46 0.31
H -0.65 0.87 3.10 0.29
```

Total charge = +1
HOMO energy (alpha / beta) = -12.59 / -12.58 eV
Largest force on an atom = 0.04428 Eh/bohr
Lowest unoccupied orbital energy (alpha / beta) = -4.44 / -8.33 eV
Expectation value of S² = 0.77
Spin multiplicity = 2